[1]
Entry from the Open Molecules 2025 dataset: a molecular structure, C19H14Cl2GaN6O3 (ωB97M-V with the def2-TZVPD basis set).

Structure (XYZ):
```
45
C19H14Cl2GaN6O3 | the Open Molecules 2025 dataset | ωB97M-V with the def2-TZVPD basis set
Ga 0.05 0.01 -0.10
Cl 1.39 3.46 5.56
C 0.66 2.93 4.09
C 1.24 1.88 3.40
C 0.67 1.44 2.22
N 1.19 0.43 1.38
C 2.43 -0.08 1.41
O 3.26 -0.07 2.29
C 2.77 -0.69 0.05
C 4.05 -1.13 -0.21
C 4.39 -1.53 -1.49
C 3.42 -1.47 -2.49
C 2.15 -1.04 -2.16
N 1.83 -0.66 -0.91
C -0.49 2.06 1.72
C -1.06 3.11 2.41
C -0.49 3.55 3.60
Cl -1.22 4.85 4.45
N -0.98 1.52 0.52
C -1.88 2.06 -0.32
O -2.53 3.08 -0.20
C -2.07 1.18 -1.54
C -3.12 1.42 -2.41
C -3.33 0.54 -3.46
C -2.48 -0.55 -3.62
C -1.45 -0.71 -2.72
N -1.24 0.14 -1.71
H 2.14 1.41 3.78
H 4.76 -1.13 0.61
H 5.39 -1.86 -1.72
H 3.64 -1.75 -3.51
H 1.36 -0.99 -2.90
H -1.94 3.61 2.03
H -3.75 2.28 -2.23
H -4.15 0.70 -4.16
H -2.62 -1.26 -4.42
H -0.76 -1.55 -2.80
N -0.89 -3.90 0.86
C -1.23 -2.62 1.01
N -2.20 -2.29 1.86
O -0.65 -1.74 0.33
H -1.29 -4.63 1.43
H -0.12 -4.13 0.26
H -2.64 -2.97 2.46
H -2.42 -1.32 2.02
```

Calculated values
- Kohn-Sham gap: 6.8 eV
- Highest occupied orbital energy: -0.374 hartree
- 2S+1: 1
- E_tot: -112433.6825 eV
- Total charge: +1

[2]
Entry from the Open Molecules 2025 dataset: a molecular structure, C19H14Cl2N2O4Pt (ωB97M-V with the def2-TZVPD basis set).

Structure (XYZ):
```
42
C19H14Cl2N2O4Pt | the Open Molecules 2025 dataset | ωB97M-V with the def2-TZVPD basis set
Pt 0.38 -0.01 -0.38
C -1.38 0.50 -2.96
O -2.42 0.99 -2.45
C -3.11 0.25 -1.43
C -4.28 -0.41 -1.76
C -4.99 -1.03 -0.74
C -4.54 -0.97 0.57
C -3.37 -0.30 0.88
C -2.64 0.31 -0.13
N -1.39 0.96 0.16
N -1.54 1.93 0.93
C -0.48 2.64 1.46
C 0.92 2.26 1.40
O 1.37 1.23 0.79
C 1.90 3.05 2.07
C 1.53 4.17 2.72
C 0.16 4.60 2.79
C -0.20 5.75 3.46
C -1.55 6.14 3.53
C -2.55 5.38 2.93
C -2.22 4.22 2.26
C -0.85 3.80 2.17
H 1.30 -4.42 -4.30
H -0.16 -3.00 -1.43
H 1.23 1.48 -4.34
H -4.63 -0.40 -2.78
H -5.90 -1.56 -0.98
H -5.11 -1.44 1.36
H -3.01 -0.24 1.90
H 2.93 2.72 2.01
H 2.28 4.78 3.22
H 0.56 6.35 3.93
H -1.81 7.05 4.05
H -3.58 5.69 2.99
H -2.98 3.62 1.79
Cl 0.33 -1.94 -2.03
C 1.85 -1.12 -0.86
Cl 1.65 1.70 -3.14
C -1.58 -3.19 1.93
O -2.20 -4.12 2.20
O -0.97 -2.24 1.64
H 2.45 -1.96 -0.51
```

Calculated values
- Kohn-Sham gap (spin up / spin down): 6.0 / 5.8 eV
- Highest occupied orbital energy (spin up / spin down): -0.489 / -0.565 hartree
- 2S+1: 5
- ΔE to the lowest compared entry with this formula, charge and spin: 7.689 eV
- E_tot: -59363.7715 eV
- Total charge: +2